# 1
Molecular formula: C43H79N9O3
Method: DFT, wB97M-V/def2-TZVPD

Element x y z (Å)
H: -4.35524 -2.10769 -0.28418
H: 3.59534 -0.16020 -5.94138
C: -2.51568 1.21475 -5.11491
H: -5.14049 -0.56690 5.55743
H: -0.60610 3.54564 1.40184
H: 7.17611 0.63431 -2.51480
C: -1.74849 4.13411 -5.63708
H: 2.13694 -0.22199 6.06356
C: 4.68440 -1.71578 -2.11919
H: -6.33104 -0.83759 3.18140
C: 3.36643 -2.33911 2.86843
C: -4.78983 0.42816 5.28361
H: -4.91817 1.09659 6.13498
H: 0.41450 -3.48633 0.91523
C: -0.66464 -0.58363 5.13793
H: 5.70820 1.99364 -3.61092
H: 1.36680 -0.57766 -0.89590
H: 5.75935 0.67604 -1.43390
H: 5.19422 -1.38168 3.65211
H: -1.22670 2.21023 -3.80176
H: -6.57894 -2.14363 0.90859
H: 0.44128 -1.48841 1.06845
N: 2.46052 2.46823 -4.51548
H: 0.67512 2.29094 5.75137
C: 0.79607 -3.87705 -1.12577
C: -1.86198 -0.30436 -0.86334
O: -2.15576 0.07136 -1.95866
H: -1.63883 -0.99722 5.39871
C: -0.57940 0.88080 4.80341
C: 4.45370 -1.27881 2.85892
H: 2.14156 -2.03562 -5.60564
H: 4.38125 3.22590 1.05808
H: -6.39360 1.33407 4.27088
C: 1.12685 -4.07365 0.33582
C: -4.79721 -4.17188 0.18225
H: -0.32211 -1.26934 4.36295
H: -3.65558 3.65233 -4.97649
H: -2.65758 -0.50791 -0.13001
H: 2.61792 -2.06156 2.12627
H: 2.16465 -3.88208 0.60853
C: 6.06922 -1.25576 -2.34551
H: -0.03091 -0.77846 -6.22677
C: 2.82338 -2.64130 4.26771
C: 2.47065 1.43314 -5.04551
C: -5.59703 -0.11185 2.83122
C: -0.40498 -0.80169 1.04929
H: 1.20172 0.74517 7.25393
H: -1.58648 2.91357 -0.62302
H: -2.55796 4.23495 -0.08320
C: 1.16232 0.19814 6.31196
H: -1.28299 1.95880 1.59636
H: 2.24166 0.33569 -6.81417
C: 3.46510 2.91014 0.55902
N: -4.58888 1.99964 -0.27064
H: 0.49636 -5.99901 -1.74637
N: -2.16892 -4.67879 0.68590
C: 6.14148 0.31529 -2.38884
H: 0.26989 0.18779 -2.03972
C: -6.45921 -2.20158 -0.17327
N: -0.60879 -0.40340 -0.31903
C: 2.07639 3.35010 -1.40450
H: 2.31065 -1.71677 4.53317
H: 1.55141 2.58370 -1.97469
C: -5.43590 0.90574 3.97520
H: -0.29000 -3.79330 -1.16497
H: -1.94331 5.11567 -6.06918
C: 3.52873 2.88958 -0.98661
C: 2.50993 -5.72187 -1.94587
O: 0.03828 -0.71883 6.35386
H: -0.29965 0.04781 1.72410
H: 1.03570 -2.90015 -1.54568
H: 1.42121 1.38282 4.44561
H: 5.69089 0.47679 -4.51689
H: 4.38860 0.88828 -3.38835
N: 3.62765 -2.10961 -1.85573
H: 4.31151 3.57188 -1.31800
H: 2.19129 -1.31081 -4.15865
H: 6.46706 -1.84804 -3.16954
H: 0.90306 -5.08703 0.66914
H: -2.96447 2.02903 -3.24994
O: 1.38348 3.64563 -0.14758
N: 3.73268 1.18385 3.38526
H: -1.99990 2.97442 3.62981
H: 3.88049 -3.24215 2.53922
C: 4.02591 0.09722 3.13573
C: -2.30705 3.19873 0.14351
H: -1.71665 3.35594 -6.39965
N: -2.66390 0.44159 -5.90498
H: -5.13205 -3.05944 -1.60676
C: -3.32385 -4.42544 0.43099
H: -5.92592 0.40397 1.92908
C: 1.85918 -1.07711 -5.17018
H: -3.72487 0.43739 5.05154
H: 4.99866 -1.30158 1.91520
H: 3.20318 1.93990 0.98109
H: -7.31647 -2.74064 -0.57654
C: -2.66473 3.60453 -4.52480
H: -4.86716 1.78993 3.68739
C: 0.24830 -0.82814 -5.17431
H: 1.01908 -4.83363 -2.97056
H: -1.22435 -1.41533 1.42366
H: 2.66701 4.83552 0.88277
N: -3.55264 -1.50844 2.10386
H: 3.66518 -2.77872 4.94639
H: -2.21931 4.50644 3.00463
C: 0.55459 0.14335 -0.98849
H: -3.41794 3.27404 2.58842
C: -3.57908 2.55532 -0.05451
H: -2.69568 4.27614 -3.66684
C: 0.75824 1.29921 5.30676
H: -0.72541 4.20026 -5.26692
C: -2.35259 3.46241 2.72119
H: -6.55936 -1.16628 -0.49916
H: 3.70737 1.89632 -1.39850
H: -5.14988 -4.03631 1.20467
H: 1.90919 3.53887 1.93023
H: 2.14407 4.18184 -2.10573
C: -4.45230 -0.89407 2.44912
C: 2.29508 3.81304 0.94839
H: 6.65550 -1.55697 -1.47738
H: -0.34387 -1.62990 -4.73316
C: 1.16742 -5.16265 -1.94204
H: -1.33959 1.45470 5.33335
C: 5.46520 0.93267 -3.55286
H: -0.75726 1.04721 3.74097
N: 3.58078 -6.18078 -2.01803
C: -5.11455 -2.84747 -0.53771
C: 2.55639 0.13290 -5.79049
H: 0.01534 0.05589 -4.58074
H: 2.20652 -3.53994 4.27191
H: -5.38618 -5.01386 -0.18145
C: -2.28136 2.22356 -4.07675
C: -1.55120 3.00423 1.44384
H: 0.74772 1.14935 -0.61598

For the lowest unoccupied orbital energy, the calculation gives 0.400 eV. The value obtained for the total energy is -2404.189712 Ha. The calculation puts the gap between HOMO and LUMO at 9.55 eV.

Atom charges from the Mulliken analysis, given in e for atoms 1 to 2: -0.436, 0.287

---

# 2
Molecular formula: C43H82F2I4N3O24
Method: DFT, wB97M-V/def2-TZVPD

Element x y z (Å)
C: 0.35048 4.34377 6.83240
C: -4.65098 -0.17051 7.62413
C: 2.63662 -1.16549 -5.81945
O: -10.79678 2.49298 5.75257
O: 3.57923 8.48615 1.59426
C: -9.65914 3.13934 5.51577
H: -2.70846 -9.02198 -2.12150
H: 1.16166 -4.51906 -8.21846
O: 4.76031 7.15245 0.37011
H: -7.20213 0.27357 7.19755
I: 3.52489 0.57048 -3.37098
H: 4.82867 3.41418 3.15902
O: 1.15028 4.92045 5.93865
C: 2.25639 4.10062 5.53645
H: -0.51199 -2.21558 -7.53692
H: -1.57627 -7.77412 -2.70211
H: 0.83993 -1.06487 4.70576
C: -0.01799 -2.70128 -4.12532
H: -3.88534 -1.89166 -5.35972
H: -2.55939 -2.54644 -4.42708
C: -6.88358 0.07128 8.21780
C: 4.88781 2.12812 -0.14208
H: 10.03742 3.93592 -0.29583
F: -0.60295 -0.16747 -6.87323
C: -2.23241 -8.07152 -1.88900
C: -0.37293 -4.44715 -2.32104
O: 6.04072 2.87212 0.24617
H: -4.03031 -1.99781 -7.72686
O: -1.25749 0.93044 0.87421
H: -2.26742 5.50901 8.26009
H: 5.62694 1.90239 3.65961
O: -0.61847 5.20056 7.14658
O: 0.47800 3.23198 7.27838
H: 3.11360 -1.97762 -3.81060
H: 5.50371 -1.33274 -3.84334
H: -1.04691 4.47138 9.04739
O: 2.17659 0.35040 4.19500
O: -1.38775 -8.18280 -0.74254
H: -12.80746 2.59976 5.71392
H: 1.78356 -0.41666 6.08468
H: -12.00764 4.15070 6.09107
H: -2.55442 -2.06291 -8.67495
O: -1.14806 -8.61884 1.36003
H: -2.05276 3.81455 7.73970
H: 2.79703 4.67704 4.79125
H: -7.20030 3.18327 4.58324
H: -2.36608 -1.40655 7.29299
H: 0.56309 1.29710 -5.15242
H: -1.09501 -3.87601 -1.73305
O: 4.26849 6.52994 2.48391
O: -4.92421 -0.99525 6.78844
H: -3.06330 -2.06799 2.47909
C: -2.39067 -0.33033 7.13148
C: -1.71831 1.33814 -4.33506
C: -0.79703 -2.70644 -6.60693
O: 7.14869 1.92244 -1.47682
O: -0.89767 -0.59789 2.49302
H: -0.64431 -5.49486 -2.26456
H: -2.15744 -9.99427 2.55219
N: 0.84580 0.32563 -5.18156
C: 3.37160 0.87015 4.46133
H: 4.64793 -3.73234 -4.40015
O: -3.42740 0.27156 7.90900
H: -3.28685 -0.74024 3.63878
H: -1.32133 1.00562 -2.23200
H: 1.20056 -4.28283 -5.91624
C: -1.18440 1.77730 -2.99250
H: -2.34609 -0.37542 -5.41188
H: -3.72806 -3.62294 -5.16163
C: 2.05609 -3.61633 -5.95085
C: 7.11151 2.65798 -0.52431
C: -1.63409 0.00394 1.75442
C: 0.06137 -2.02931 -5.50648
H: -3.00059 -7.31545 -1.73001
H: 2.67898 0.95485 -5.97287
C: 4.80714 2.58830 3.86545
C: 5.49362 5.92826 0.24640
H: 5.86324 5.90457 -0.77480
H: 2.47872 9.76337 2.69604
H: 4.10536 2.41408 0.55687
H: 1.63065 0.17676 -7.14337
C: -3.48823 -1.07692 2.62427
H: -0.41865 -3.71730 -6.71853
H: -2.79623 1.51291 -4.30364
C: 3.49997 -1.25368 -4.52818
H: 6.32099 -3.29025 -4.66615
H: 5.26082 -3.38754 -6.04105
H: 2.38019 -4.07950 -9.21272
H: -12.00792 3.53956 4.42329
C: -1.55254 4.70592 8.11311
I: 5.90243 -0.42838 -6.26566
C: 4.20940 7.31744 1.57259
H: 3.67291 8.83501 3.64356
C: -3.16110 -2.70665 -5.31633
H: -7.46025 0.67489 8.91127
C: -0.26232 -0.47148 -5.51315
H: 9.19379 3.58235 -1.82933
H: -1.46323 0.12011 7.47117
C: 4.98361 -1.62014 -4.75361
O: -3.21338 -8.75350 0.45494
O: -9.55543 4.26278 5.09927
O: 8.10960 3.39974 -0.06247
H: 2.89663 3.89147 6.39222
H: 3.33398 -1.32164 -6.64443
C: 0.14539 1.22858 0.88437
C: -11.97751 3.25590 5.47313
H: -7.02336 -0.98483 8.43864
C: 5.30134 -3.09332 -4.99710
H: 3.63180 -3.20739 -7.38605
H: -7.21966 3.77899 6.25647
H: -6.64335 2.13082 5.90848
H: 2.53803 -1.55569 4.94608
C: 1.95773 0.15206 -6.09657
H: 5.07236 1.05783 -0.06890
H: -2.54104 -0.12543 6.07250
C: -2.03300 -8.54272 0.37410
C: 2.85628 -3.94890 -7.20471
C: -2.95094 -1.83928 -7.68413
H: 2.18672 8.04362 3.07736
H: 6.32481 5.89999 0.94731
O: -5.51805 0.45833 8.41017
C: 9.33688 3.27549 -0.79552
H: -1.66610 -0.76165 -3.86499
H: 0.27866 1.98593 0.11671
F: 0.17602 2.05889 -3.04686
H: 1.38083 -2.14125 -7.08317
H: -4.55905 -1.09996 2.45146
H: -2.45231 -8.28774 2.94868
C: 2.94007 8.79213 2.84080
H: -2.54360 -3.77791 -7.04228
O: 3.55867 1.92229 3.65797
H: -1.68637 2.68569 -2.66255
N: 1.53782 -2.21938 -6.06612
H: 3.36218 -4.90849 -7.06024
C: -1.70448 -9.00821 2.62494
H: 1.88961 3.17446 5.10379
H: 0.46697 1.61441 1.84985
C: 1.81703 -0.74699 5.04767
C: -7.35194 2.90340 5.62384
H: 0.73019 0.34125 0.64215
H: 0.60623 -4.32767 -1.85539
H: 9.69354 2.24839 -0.76529
O: -8.64512 2.32656 5.81899
H: -1.34740 2.01910 -5.10792
H: 4.83918 5.08202 0.43204
O: -2.95056 -0.14887 1.67201
H: -0.86695 -9.02416 3.31418
H: -2.78042 -0.78800 -7.46588
N: 1.93101 -3.86967 -8.33232
C: -0.35220 -3.94753 -3.75154
C: -2.35570 -2.78312 -6.63159
I: -0.90937 -5.59276 -4.97291
H: 2.58918 -3.75689 -5.01710
O: 4.14499 0.48189 5.29392
I: 0.60299 -1.50235 -2.50459
H: 4.58342 2.37809 -1.15754
H: 4.89884 2.96470 4.88206
C: -1.52983 -0.12777 -4.73550

For the lowest unoccupied orbital energy, the calculation gives -2.803 eV. The value obtained for the total energy is -5047.973821 Ha. The calculation puts the gap between HOMO and LUMO at 8.59 eV. The charge is +1.

Atom charges from the Mulliken analysis, given in e for atoms 1 to 2: 0.758, 0.832

---

# 3
Molecular formula: C43H89N3O11S4
Method: DFT, wB97M-V/def2-TZVPD

Element x y z (Å)
H: 5.39653 -9.41363 -6.14892
H: -5.95939 1.10840 0.40421
H: -9.30860 8.80043 -1.30905
C: 3.42398 -8.91285 4.31759
S: 6.44820 0.97508 -1.80220
H: -2.15834 1.07254 2.72250
H: 6.42620 1.65718 1.68256
H: -4.75738 3.20871 0.70895
H: 5.53354 -0.49036 7.04791
H: 2.82329 0.98084 7.20034
H: 3.50275 -7.87728 -5.78857
C: 5.43813 -9.41516 -3.90169
S: 5.88761 2.51711 7.65361
C: -3.84726 1.45499 -0.20708
H: -5.78408 8.88254 3.56810
O: 5.52706 1.33581 -2.86016
O: 0.62361 2.07557 -9.54238
C: -8.77006 10.32701 2.67377
C: 5.79792 -0.19732 -0.56429
H: -5.12461 8.94022 1.14076
C: 6.45327 -7.21960 -4.58010
C: 3.02936 -7.62972 -4.83846
C: 3.31115 -6.65808 -2.38117
H: 3.92982 -10.01686 -5.04708
H: 3.81557 -6.84957 -1.43407
H: 0.23832 -7.85265 3.79902
H: -9.23976 10.15381 3.64200
H: -4.18513 2.12764 1.88530
C: 6.77762 -8.61108 -3.98811
O: 6.98535 2.14239 6.74091
H: 4.91798 -5.74480 -4.58143
H: -1.16458 -1.93488 0.67137
C: 4.36904 2.50377 6.80040
H: 6.18518 -7.38169 -5.62411
H: 5.12232 2.62139 1.19444
H: -6.50989 11.51053 -0.72503
C: 5.52518 0.95792 8.61693
H: -8.60288 11.69896 0.46544
O: 7.84515 0.62471 -2.26840
H: -1.57562 -0.50473 3.18400
H: 3.93798 -8.55294 3.42632
O: 6.01330 3.67281 8.58287
H: 3.66980 3.03112 7.44930
O: 1.44294 -5.83180 5.55600
C: -5.22601 0.52974 -0.15739
C: -3.93428 2.52010 0.89984
O: -0.73307 3.94082 -8.57200
C: 5.18700 -6.56472 -3.91549
H: -7.50435 10.95915 -2.06828
H: 6.17208 -10.27387 -2.10012
H: 1.71336 1.93642 -6.94633
H: 6.71676 -0.63001 -0.16857
C: 4.73426 0.05994 7.54431
O: 2.81943 -5.69716 3.45084
H: -8.32180 7.62340 -0.40280
H: -0.62186 3.12221 -5.59320
C: -7.77239 9.87388 -0.07789
C: 4.98452 0.61871 0.40824
H: -8.53039 7.62607 3.49250
H: 7.20103 -6.42761 -4.53884
H: 6.27680 0.53565 9.28390
H: 5.21668 -10.94897 -5.58936
H: -4.91487 2.57067 -1.73686
H: -1.45797 0.76845 -5.73722
O: -1.46177 1.05990 -0.33736
H: 2.42236 -8.53298 -4.77706
H: 1.47175 3.73635 -6.78548
H: 3.17398 -7.89387 6.18115
H: 1.38917 -9.55566 5.01685
H: -2.62253 -2.14993 -0.21069
H: 6.41494 3.25974 -0.95171
C: -1.30042 1.54897 -7.67132
C: 1.88143 -9.17716 4.12101
H: 5.09347 -11.24856 -2.93899
H: -5.78193 10.49593 3.21977
H: -10.58537 11.12732 1.64063
C: 3.93582 -7.40507 -3.59193
C: -0.63286 1.15421 -6.33596
O: 3.49594 -9.55076 -2.40537
C: 3.82438 1.09441 6.78438
C: -2.71234 -0.34116 1.12872
H: 1.43886 -7.65631 2.49210
C: 4.99144 -9.92895 -5.27803
H: -4.01083 1.23145 -2.32205
H: -2.19198 2.15219 -7.50003
H: 2.28540 -6.95199 -2.15859
C: -9.02959 10.72830 0.21276
H: 7.67642 2.21271 -0.29622
S: -0.03099 2.67629 -8.38400
H: -7.73579 8.60963 -1.76312
C: -6.89004 10.62398 -1.23258
H: 7.57788 -9.21101 -4.42142
C: -8.33586 8.61590 -0.85318
H: 3.29296 -5.57116 -2.46097
C: 1.00056 2.75929 -6.89238
N: 4.44404 -8.69323 -3.06130
H: 4.16724 1.00472 -0.20099
H: 6.83916 -10.99593 -3.60398
H: -9.56318 10.79265 -0.73553
C: -4.08474 -0.58629 1.77244
N: -6.94151 9.57376 1.09334
H: -2.59724 -2.47682 1.45302
H: 4.75288 1.48256 9.17944
C: 5.77366 1.82863 0.82648
H: 1.79356 -9.97343 3.38185
H: -6.02893 10.02232 -1.52343
H: 4.07386 -0.74583 7.86477
H: -6.06893 -1.00616 1.11461
H: -3.06228 2.68358 -1.65354
C: -6.48899 9.70969 3.48432
H: 3.83669 0.87422 5.71692
C: 3.50022 -7.63772 5.17316
H: -1.51117 0.77316 -8.40740
H: 2.53145 -6.71701 -5.16580
H: -5.85418 0.54443 -1.04806
H: -3.05604 3.16456 0.93823
H: 4.01218 -9.73877 4.71756
H: -4.41862 0.22766 2.41596
H: 4.36629 2.96824 5.81432
H: -6.96948 9.78946 4.45944
C: 0.09882 2.31524 -5.72553
H: -7.34498 7.22300 2.32587
C: -8.16160 7.92106 2.51011
C: -1.78976 0.12791 2.32259
H: 0.66152 2.01533 -4.84149
H: -8.31671 11.31817 2.68722
C: -2.23710 -1.74842 0.72650
C: 1.30142 -7.82945 3.55945
C: 5.94924 -10.59732 -3.11689
H: -4.35215 -1.51874 2.26955
H: 0.03528 0.33717 -6.60823
C: -3.95760 2.06284 -1.61915
H: 4.42965 0.06208 1.16346
N: -2.71679 0.59843 0.02581
H: -4.73034 -1.61522 0.00905
H: 5.39293 -5.99508 -3.00929
H: -0.84162 0.29920 1.81289
C: 6.60497 2.29660 -0.47808
C: -9.79000 10.39309 1.51266
H: -10.30139 9.43243 1.45185
O: -5.98526 8.71146 0.78222
H: 5.38025 -1.04447 -1.10834
H: -8.83529 7.55714 1.73435
C: -7.57777 9.36208 2.44597
H: 6.94654 -8.19193 -2.99620
C: -5.11361 -0.80530 0.62972
H: 3.09264 -9.99436 -3.15515
H: -1.33559 0.56139 -1.14802
S: 2.21555 -6.47771 4.44430
H: 4.37339 -6.98613 5.14006

For the lowest unoccupied orbital energy, the calculation gives -0.059 eV. The value obtained for the total energy is -4275.975819 Ha. The relative energy (zero: lowest compared OMol25 entry of this formula, charge and spin) is 4.933 eV. The calculation puts the gap between HOMO and LUMO at 7.87 eV.

Atom charges from the Mulliken analysis, given in e for atoms 1 to 2: 0.301, 0.389